Entry 1:
Computed, not measured: a structure of composition C20H30Cl2InN3O3S at a distorted geometry, with ωB97M-V/def2-TZVPD.

Results
- HOMO-LUMO gap: 6.138 eV
- HOMO energy: -6.767 eV
- Total energy: -72894.25712 eV

Element x y z (Å)
In 0.11 0.40 -1.30
Cl -0.92 -1.33 -2.78
Cl 1.31 2.42 -0.66
S 1.50 -0.69 3.61
O 1.92 -0.97 -0.98
O 0.30 1.42 -3.21
O -0.66 -2.14 0.30
N 3.79 0.21 -1.52
N 0.60 0.29 1.41
N -1.04 -4.35 -0.15
C 3.42 0.31 -2.93
C -2.54 2.27 -1.37
C 4.83 1.10 -1.04
C -0.54 1.46 -4.14
C 0.40 1.26 2.36
C -1.84 -4.56 1.04
C -0.48 -3.15 -0.41
C -3.63 0.98 1.32
C 0.98 2.79 -5.62
C -0.96 -5.44 -1.10
C -2.03 1.09 -0.64
C -2.55 0.46 0.40
C -1.06 1.75 -6.51
C 1.25 3.29 -6.89
C -0.20 2.02 -5.43
C -0.79 2.26 -7.76
C 0.88 0.94 3.62
C 0.37 3.04 -7.96
C 1.15 -0.79 1.93
C 3.02 -0.46 -0.65
H 1.36 -1.71 1.40
H 5.58 1.22 -1.82
H -1.74 3.04 -1.42
H -1.94 1.13 -6.30
H -2.18 -0.53 0.69
H -3.20 1.40 2.24
H 0.86 1.59 4.49
H -2.88 -4.78 0.77
H 1.65 3.00 -4.78
H -4.23 1.76 0.85
H 0.58 3.43 -8.95
H 2.93 -0.62 -3.24
H -1.48 2.06 -8.59
H -2.81 2.00 -2.41
H -3.43 2.72 -0.89
H -1.53 1.00 -4.02
H -1.79 -3.66 1.66
H -4.29 0.17 1.65
H -0.50 -6.33 -0.63
H 3.40 -0.50 0.39
H 4.42 2.08 -0.77
H 4.34 0.48 -3.49
H -1.44 -5.42 1.60
H 2.14 3.89 -7.07
H 5.29 0.66 -0.15
H -1.97 -5.73 -1.45
H 2.74 1.16 -3.10
H -0.08 2.20 2.08
H -0.35 -5.13 -1.95
H 0.15 -3.12 -1.30

These are the natural (NBO) partial charges, in e, on atoms 1 to 2:
1. In 1.536
2. Cl -0.672

***

Entry 2:
Computed, not measured: a structure of composition C49H41MoN7, with ωB97M-V/def2-TZVPD.

Results
- Multiplicity: 3
- HOMO-LUMO gap (spin up / spin down): 5.421 / 5.571 eV
- HOMO energy (spin up / spin down): -12.472 / -12.480 eV
- Charge: +2
- Total energy: -63754.30234 eV

Element x y z (Å)
Mo -0.23 -0.22 0.14
N 0.24 3.11 -0.24
N 1.55 -1.11 -0.29
N 2.29 2.84 0.82
N -2.25 -0.45 0.14
N -0.39 0.20 -1.89
N 0.58 1.30 1.19
N -0.23 -1.32 1.92
C -1.50 0.74 -2.53
C 4.76 0.09 -5.79
C -0.82 -2.13 3.99
C -2.63 -1.45 2.40
C -4.46 -0.19 -0.41
C -3.93 -3.24 3.56
C 0.20 0.94 -3.98
C -4.66 2.32 -2.31
C 3.31 1.91 1.32
C 3.66 -1.94 0.02
C 0.53 -2.23 3.89
C 1.91 -0.28 -2.61
C 3.74 -3.76 2.64
C -3.13 0.05 -0.83
C -2.80 0.68 -2.03
C -3.67 -1.88 3.38
C 2.71 4.24 0.74
C 4.96 0.77 -4.60
C 3.76 -1.70 3.89
C -4.21 0.78 -4.10
C -1.11 1.24 -3.80
C -4.42 -0.83 0.79
C 1.04 2.44 0.60
C -5.32 -1.34 5.05
C -5.24 1.34 -4.84
C 3.64 -0.72 -5.95
C 2.91 -0.15 -3.72
C 4.74 -4.26 3.46
C -1.30 -1.59 2.75
C 4.04 0.65 -3.57
C 2.14 -1.93 2.00
C 0.76 3.80 -1.42
C 0.89 -1.76 2.58
C -4.37 -0.94 4.13
C 4.78 -2.20 4.69
C -4.89 -3.64 4.48
C -3.06 -0.96 1.16
C -1.20 3.20 -0.03
C 3.59 -1.51 -1.26
C 2.41 -1.70 0.65
C 5.27 -3.48 4.48
C -5.98 2.39 -4.32
C -5.58 -2.70 5.23
C 2.30 -0.95 -1.46
C 3.24 -2.48 2.85
C -3.90 1.27 -2.84
C 0.65 0.27 -2.80
C 2.71 -0.83 -4.92
C -5.68 2.88 -3.05
H 6.06 -3.87 5.11
H 3.09 0.89 1.00
H 1.79 3.52 -1.60
H 4.27 2.20 0.90
H -3.65 -0.06 -4.51
H 0.69 4.88 -1.32
H -5.10 -4.70 4.61
H 1.03 1.08 2.07
H 1.85 -1.47 -5.04
H 5.18 -1.59 5.49
H -5.25 -1.17 1.39
H 5.83 1.40 -4.47
H 4.36 -1.56 -2.01
H -6.26 3.70 -2.64
H 3.37 -0.71 4.06
H 1.84 4.89 0.71
H -4.44 2.69 -1.32
H 3.32 -4.38 1.86
H 3.38 1.95 2.40
H -1.47 4.24 0.15
H 4.19 1.18 -2.63
H -4.16 0.12 3.99
H 5.12 -5.26 3.29
H 5.48 0.18 -6.59
H 0.16 3.49 -2.27
H -6.33 -3.01 5.94
H -5.85 -0.61 5.63
H 1.21 -2.63 4.62
H -1.77 1.74 -4.50
H 3.28 4.47 1.64
H 4.51 -2.39 0.51
H 3.48 -1.26 -6.87
H -5.47 0.94 -5.82
H 0.81 1.15 -4.84
H -1.45 -2.42 4.81
H 3.34 4.42 -0.13
H -3.39 -3.97 2.98
H -5.34 0.07 -0.98
H -1.73 2.86 -0.93
H -6.78 2.83 -4.90
H -1.51 2.61 0.82

These are the Mulliken partial charges, in e, on atoms 1 to 2:
1. Mo 0.993
2. N 0.344

***

Entry 3:
Computed, not measured: a cluster of 7 separate species, C26H65ClN13O6PS2 in total at a distorted geometry, with ωB97M-V/def2-TZVPD.

Results
- HOMO-LUMO gap: 8.489 eV
- SMILES: CCCCCCCCN(CCCCCCCC)C(=S)SCCCPCl.NC(N)=O.NC(N)=O.NC(N)=O.NC(N)=O.NC(N)=O.NC(N)=O
- HOMO energy: -8.215 eV
- Total energy: -103159.54766 eV

Element x y z (Å)
Cl 3.03 4.68 5.27
S 1.40 2.13 -1.32
S 1.54 0.23 0.96
P 3.26 2.88 4.23
O 2.55 -2.18 -6.53
O 6.87 1.78 0.38
O -6.90 1.59 2.00
O -2.20 -7.42 -3.90
O -3.41 4.62 3.21
O 8.76 4.49 5.11
N 7.88 3.59 1.29
N -0.24 0.03 -1.01
N 4.26 -3.15 -5.41
N -8.24 1.40 3.81
N -4.42 6.23 1.98
N 6.61 5.19 5.36
N -2.32 6.59 2.88
N -9.10 1.12 1.69
N -2.14 -7.82 -1.67
N 4.61 -1.24 -6.66
N 7.06 3.22 4.28
N 8.90 2.41 -0.41
N -1.87 -9.54 -3.18
C -2.25 0.17 0.50
C 7.82 2.54 0.42
C -1.11 -6.79 -7.19
C 3.01 1.29 1.08
C 2.82 2.72 1.56
C 0.02 -0.26 -2.43
C -0.73 -1.51 -2.90
C 0.17 -2.39 -3.81
C -4.18 1.06 3.65
C 2.02 2.93 2.84
C -0.46 -2.74 -5.17
C -2.48 1.71 5.53
C 0.19 -5.01 -5.96
C -2.69 1.21 1.53
C -3.38 5.74 2.72
C -1.56 0.66 -0.80
C -8.01 1.38 2.47
C -2.08 -8.21 -2.98
C -0.92 -4.21 -5.29
C -0.15 -6.51 -6.03
C 7.57 4.32 4.93
C 0.83 0.82 -0.52
C -3.07 0.41 2.81
C -2.69 2.04 7.02
C -3.75 2.06 4.74
C 3.73 -2.19 -6.22
H -2.20 0.67 5.43
H -1.79 2.39 7.49
H 2.42 3.35 0.77
H 0.73 -7.12 -6.18
H -1.27 -2.05 -5.41
H -3.73 3.06 4.32
H 5.23 -3.18 -5.14
H -1.11 -4.65 -4.32
H -1.91 1.93 1.80
H 5.64 5.04 5.20
H 6.08 3.06 4.13
H -1.54 6.25 3.42
H -4.56 2.07 5.48
H -5.21 5.63 1.85
H -2.18 0.12 3.36
H -2.04 -8.44 -0.90
H -2.28 7.51 2.49
H 5.58 -1.23 -6.42
H 4.25 -0.52 -7.25
H 1.13 -4.89 -5.43
H -1.03 -2.11 -2.05
H -3.12 -0.44 0.29
H -1.53 1.74 -0.89
H -4.82 1.61 2.96
H 7.72 2.54 3.94
H 2.85 1.83 5.10
H -0.68 -6.39 -8.10
H 8.65 4.23 1.35
H -3.49 -0.52 2.43
H 7.10 3.71 1.91
H -0.65 -6.76 -5.09
H -3.56 1.77 1.21
H -1.26 -7.85 -7.34
H -4.42 7.15 1.57
H 0.31 -2.59 -5.93
H -9.14 1.23 4.23
H 3.82 3.11 1.76
H 0.37 -3.33 -3.30
H 3.45 1.32 0.09
H 1.10 -1.88 -4.02
H -8.96 1.10 0.69
H -1.79 -4.25 -5.95
H -7.45 1.59 4.41
H -1.57 -1.20 -3.52
H -4.78 0.28 4.10
H 9.69 3.02 -0.40
H -0.14 0.59 -3.09
H -1.81 -9.86 -4.13
H -1.76 -10.21 -2.44
H 1.52 3.89 2.83
H -2.20 0.31 -1.60
H -2.29 -6.84 -1.49
H -1.53 -0.47 1.01
H 1.07 -0.50 -2.51
H -3.08 1.17 7.55
H 0.33 -4.66 -6.98
H 3.64 -3.86 -5.07
H 1.27 2.17 3.04
H -10.02 0.95 2.05
H 3.70 0.79 1.76
H -1.67 2.34 5.18
H 8.89 1.65 -1.06
H -2.06 -6.29 -7.01
H 6.92 6.01 5.85
H -3.43 2.83 7.13

These are the Mulliken partial charges, in e, on atoms 1 to 2:
1. Cl -0.323
2. S -0.264